Molecular formula: C7H38O13
Method: DFT, wB97M-V/def2-TZVPD

Results
energy above the lowest of the compared OMol25 structures with the same formula, charge and spin	3.623	eV
E_HOMO	-0.340	hartree
gap between HOMO and LUMO	9.41	eV
LUMO	0.2	eV
total charge	0

Positions of all 58 atoms, in Å:
C (2.0998, -2.1985, 0.3825)
C (1.2571, -2.1097, -0.9432)
C (1.6589, -1.0443, -1.8865)
C (2.7146, -1.1384, -2.6918)
C (0.9834, 0.3279, -1.8842)
C (0.2756, 0.7345, -0.6475)
C (-0.6427, 1.6892, -0.4955)
H (2.2662, -1.2318, 0.9293)
H (1.3909, -2.7159, 1.0048)
H (2.9874, -2.8318, 0.3644)
H (0.2865, -1.8146, -0.5084)
H (0.9806, -3.0674, -1.3591)
H (3.2202, -0.3509, -3.2929)
H (3.1377, -2.0963, -3.0437)
H (0.1462, 0.1836, -2.6503)
H (1.7885, 1.0118, -2.1432)
H (0.3514, 0.1048, 0.2303)
H (-1.1888, 1.9080, 0.4192)
H (-1.1757, 2.2446, -1.2654)
H (1.9620, 3.3259, 0.5894)
H (2.4054, 4.4397, 1.5437)
O (1.6678, 3.8535, 1.3443)
H (-0.2647, -0.0734, 3.6116)
H (-0.5724, -1.4196, 4.2600)
O (-0.5124, -0.9984, 3.3943)
H (-4.1698, 0.3591, 0.5047)
H (-5.0395, 1.5343, 0.3173)
O (-4.6496, 1.0127, 1.0287)
H (4.2299, 2.0521, 1.5255)
H (2.9406, 2.1086, 2.4153)
O (3.8415, 2.4360, 2.3213)
H (-0.0392, 2.3215, 3.9482)
H (1.1670, 1.7119, 3.1580)
O (0.2522, 1.5824, 3.4076)
H (-1.8002, -1.4443, 2.3915)
H (-3.1278, -0.5878, 2.1056)
O (-2.7060, -1.4474, 2.0087)
H (-1.2392, -1.2739, -4.4043)
H (-1.9401, -2.0185, -3.1906)
O (-1.9440, -1.2382, -3.7547)
H (4.0417, 1.9269, -1.9114)
H (3.6297, 3.3524, -1.7570)
O (3.6254, 2.5147, -1.2758)
H (-4.0181, -3.3783, 0.1798)
H (-3.3652, -2.0849, 0.4694)
O (-3.4242, -2.7559, -0.2570)
H (-3.2624, -0.4077, -1.8119)
H (-4.6628, 0.1616, -2.4045)
O (-4.1965, -0.2373, -1.6710)
H (-1.1288, -4.1047, -1.2117)
H (-2.3347, -3.2895, -1.2224)
O (-1.7011, -3.7191, -1.8874)
H (3.6393, -0.3838, -0.4617)
H (4.5318, -0.0318, -1.5875)
O (4.5269, -0.0445, -0.6226)
H (-3.2088, 2.2573, 2.3902)
H (-2.8053, 3.6402, 2.8284)
O (-2.8860, 2.7434, 3.1691)

Atoms 1-3, force components in eV/Å:
-0.652 -0.114 -0.192
-1.199 0.751 1.721
1.095 1.166 -0.441

How positive or negative is each atom? The natural (NBO) charges in e answer that: -0.62, -0.46, 0.05, -0.46, -0.50, -0.20, -0.39, 0.21, 0.22, 0.22, 0.21, 0.24, 0.18, 0.20, 0.25, 0.24, 0.20, 0.20, 0.19, 0.48, 0.48, -0.96, 0.51, 0.48, -0.98, 0.49, 0.48, -0.97, 0.49, 0.46, -0.95, 0.50, 0.48, -0.95, 0.52, 0.48, -1.01, 0.48, 0.51, -0.98, 0.47, 0.47, -0.94, 0.48, 0.51, -0.97, 0.50, 0.49, -0.98, 0.46, 0.50, -1.00, 0.48, 0.46, -0.93, 0.49, 0.46, -0.95

***

Molecular formula: CH3IO3
Method: DFT, wB97M-V/def2-TZVPD

Results
SMILES	O=C(O)O.I
energy above the lowest of the compared OMol25 structures with the same formula, charge and spin	0.528	eV
E_HOMO	-0.375	hartree
gap between HOMO and LUMO	10.50	eV
LUMO	0.3	eV
total charge	0

Positions of all 8 atoms, in Å:
O (-1.5462, 0.3199, 1.5049)
C (-1.4971, 0.0527, 0.3434)
O (-0.8730, 0.8322, -0.5118)
O (-2.1452, -0.9812, -0.1692)
H (-0.3502, 1.4474, -0.0987)
H (-2.5805, -0.9959, -1.0426)
I (4.4336, 0.4789, 0.0881)
H (4.5586, -1.1540, -0.1141)

Atoms 1-3, force components in eV/Å:
0.259 -0.534 0.842
-1.003 1.037 0.788
-1.349 -2.449 -3.721

How positive or negative is each atom? The natural (NBO) charges in e answer that: -0.61, 0.98, -0.68, -0.71, 0.50, 0.52, -0.11, 0.11

***

Molecular formula: C24H17Cl4MoN2O9S2
Method: DFT, wB97M-V/def2-TZVPD

Results
energy above the lowest of the compared OMol25 structures with the same formula, charge and spin	0.371	eV
E_HOMO (spin up / spin down)	-0.424 / -0.424	hartree
gap between HOMO and LUMO (spin up / spin down)	6.23 / 6.23	eV
LUMO (spin up / spin down)	-5.3 / -5.3	eV
total charge	+1

Positions of all 59 atoms, in Å:
Mo (-0.8551, -1.2194, -0.6455)
C (3.8469, 3.2324, 3.6120)
C (3.2203, 2.6775, 2.3664)
C (2.4307, 1.5288, 2.4176)
C (1.8587, 1.0077, 1.2706)
C (2.0741, 1.6536, 0.0608)
C (2.8538, 2.7975, -0.0202)
C (3.4232, 3.3008, 1.1355)
S (1.4501, 0.9388, -1.4267)
O (1.4854, 1.8994, -2.4795)
O (2.0573, -0.3430, -1.6195)
N (-0.1765, 0.5584, -1.0779)
C (-1.1095, 1.6033, -1.0849)
C (-0.8730, 2.9536, -0.9559)
C (-1.9547, 3.8530, -0.9459)
C (-3.2466, 3.4237, -1.0739)
C (-3.5195, 2.0493, -1.2523)
C (-4.8049, 1.5057, -1.4477)
C (-4.9409, 0.1583, -1.6688)
C (-3.8127, -0.6610, -1.6619)
N (-2.5880, -0.1991, -1.4447)
C (-2.4378, 1.1503, -1.2596)
H (3.4740, 2.7253, 4.4996)
H (3.6360, 4.2978, 3.7071)
H (4.9312, 3.1159, 3.5779)
H (2.2825, 1.0322, 3.3687)
H (1.2638, 0.1080, 1.3016)
H (3.0047, 3.2754, -0.9800)
H (4.0423, 4.1876, 1.0842)
H (0.1355, 3.3276, -0.8657)
H (-1.7493, 4.9097, -0.8438)
H (-4.0709, 4.1247, -1.0568)
H (-5.6655, 2.1625, -1.4265)
H (-5.9134, -0.2797, -1.8379)
H (-3.9086, -1.7236, -1.8300)
Cl (3.6001, -5.0047, -3.9437)
C (2.7499, -4.1615, -2.7321)
C (3.2005, -4.2137, -1.3974)
Cl (4.6010, -5.1041, -1.0015)
C (2.5143, -3.5412, -0.3889)
Cl (3.0119, -3.5815, 1.2418)
C (1.3881, -2.8200, -0.7414)
O (0.6031, -2.0932, 0.0342)
C (0.9451, -2.7538, -2.0839)
O (-0.1386, -2.0031, -2.1440)
C (1.6175, -3.4254, -3.0848)
Cl (1.0635, -3.3287, -4.6954)
O (-0.9688, -4.3752, -0.7821)
C (-1.9486, -3.8583, -0.3224)
O (-2.2169, -2.5479, -0.4442)
H (-2.7270, -4.4160, 0.2103)
C (-1.4291, -0.5730, 3.6507)
S (-1.9118, -1.4511, 2.1816)
O (-1.2770, -2.7310, 2.1766)
O (-3.3171, -1.3416, 1.9661)
O (-1.2123, -0.5760, 1.0330)
H (-1.1557, -1.3135, 4.3971)
H (-2.2644, 0.0368, 3.9818)
H (-0.5715, 0.0449, 3.3922)

Atoms 1-3, force components in eV/Å:
-1.350 0.926 -1.843
-0.004 0.022 -0.033
-0.039 0.007 0.004

How positive or negative is each atom? The natural (NBO) charges in e answer that: 1.93, -0.64, 0.02, -0.16, -0.19, -0.38, -0.16, -0.21, 2.34, -0.90, -0.93, -0.79, 0.10, -0.16, -0.19, -0.15, -0.11, -0.05, -0.26, 0.16, -0.51, 0.23, 0.22, 0.23, 0.24, 0.21, 0.22, 0.25, 0.23, 0.25, 0.24, 0.23, 0.24, 0.25, 0.24, 0.12, -0.05, -0.07, 0.11, -0.11, 0.10, 0.32, -0.48, 0.28, -0.48, -0.09, 0.10, -0.56, 0.67, -0.70, 0.15, -0.88, 2.37, -0.92, -0.90, -0.83, 0.27, 0.27, 0.25

***

Molecular formula: C24H69N7O31S5
Method: DFT, wB97M-V/def2-TZVPD

Results
E_HOMO	-0.363	hartree
gap between HOMO and LUMO	9.25	eV
LUMO	-0.6	eV
total charge	0

Positions of all 136 atoms, in Å:
C (-1.6918, -3.0742, 4.7251)
O (-1.1567, -2.6321, 3.5162)
H (-2.7293, -3.4053, 4.5645)
H (-1.3399, -4.0622, 5.0525)
H (-1.5746, -2.5015, 5.6526)
H (-1.8589, -2.2496, 2.9805)
C (-2.1909, 3.8248, -5.5124)
O (-2.8042, 4.8768, -4.7732)
H (-2.9832, 3.1201, -5.7802)
H (-1.7049, 4.1963, -6.4105)
H (-1.4589, 3.2031, -4.9879)
H (-3.3986, 4.4388, -4.1577)
O (2.3011, -1.7657, -1.9769)
S (3.1213, -2.4358, -2.9542)
O (4.4268, -1.9332, -3.2630)
O (3.2023, -4.0290, -2.6898)
C (4.0932, -4.4976, -1.6771)
C (3.3359, -4.4976, -0.3099)
C (2.2443, -2.5342, -4.5781)
H (5.0652, -4.0041, -1.6329)
H (4.3672, -5.5251, -1.9265)
H (4.0283, -4.8551, 0.4518)
H (2.4134, -5.0621, -0.3565)
H (3.2065, -3.4276, -0.1450)
H (2.1978, -1.5092, -4.9255)
H (1.3062, -3.0263, -4.3385)
H (2.9166, -3.1722, -5.1424)
O (0.3168, -6.7887, 4.3828)
S (-1.0957, -6.8540, 4.0494)
O (-2.0615, -6.3469, 4.9896)
O (-1.3612, -6.0861, 2.6441)
C (-0.3985, -6.2356, 1.6058)
C (-0.7442, -5.1782, 0.5493)
C (-1.5867, -8.5899, 3.6548)
H (-0.4168, -7.2279, 1.1526)
H (0.6172, -5.9758, 1.9049)
H (-1.6026, -5.4479, -0.0638)
H (0.1240, -4.9980, -0.0857)
H (-1.0010, -4.2498, 1.0610)
H (-0.7727, -8.8725, 2.9920)
H (-2.5790, -8.4670, 3.2387)
H (-1.5221, -9.1062, 4.6063)
O (4.7989, 2.2089, 1.1553)
S (5.5527, 1.2238, 0.4137)
O (6.1053, 1.5052, -0.8951)
O (6.7811, 0.7644, 1.3999)
C (7.9701, 0.2418, 0.7359)
C (8.9833, -0.0821, 1.8174)
C (4.5732, -0.3355, 0.3327)
H (8.2995, 1.0865, 0.1384)
H (7.7481, -0.6950, 0.2259)
H (9.7922, -0.5900, 1.2835)
H (8.6392, -0.7262, 2.6229)
H (9.4274, 0.8159, 2.2464)
H (3.7032, -0.2688, -0.3198)
H (4.1359, -0.4580, 1.3223)
H (5.2631, -1.1104, 0.0140)
O (1.2156, 0.8429, 0.2376)
S (-0.1215, 0.2790, 0.2953)
O (-0.7023, 0.0157, 1.5937)
O (-1.1878, 1.2352, -0.4823)
C (-0.7487, 1.7952, -1.7403)
C (-1.2844, 1.0742, -2.9780)
C (-0.2720, -1.2857, -0.6739)
H (0.3415, 1.8273, -1.7442)
H (-1.0318, 2.8482, -1.7081)
H (-0.9032, 0.0493, -3.0499)
H (-0.6994, 1.4147, -3.8361)
H (-2.3656, 1.0953, -3.0488)
H (-0.2521, -2.0992, 0.0445)
H (0.5825, -1.4460, -1.3334)
H (-1.1239, -1.1224, -1.3233)
O (-2.7151, 4.8802, 0.1572)
S (-2.0835, 4.2217, 1.2643)
O (-0.6801, 3.9307, 1.1843)
O (-2.4019, 5.0000, 2.6583)
C (-1.5351, 6.0744, 2.9671)
C (-2.2628, 7.0841, 3.8136)
C (-2.9962, 2.7268, 1.6466)
H (-1.1091, 6.6207, 2.1194)
H (-0.6820, 5.6695, 3.5273)
H (-2.7487, 6.6568, 4.6967)
H (-3.0533, 7.5402, 3.2111)
H (-1.7095, 7.9100, 4.2613)
H (-2.5579, 2.2990, 2.5425)
H (-2.8627, 1.9827, 0.8732)
H (-4.0182, 3.0562, 1.8101)
C (1.8088, 2.9796, 3.1183)
N (3.0319, 3.1828, 3.9464)
O (3.9273, 3.7931, 3.4179)
O (3.0449, 2.7254, 5.0783)
H (2.1598, 2.2565, 2.3872)
H (1.4096, 3.9265, 2.7643)
H (0.9817, 2.6031, 3.7171)
C (2.3101, 3.6009, -0.7750)
N (2.3556, 5.0795, -0.6166)
O (2.5807, 5.5021, 0.4942)
O (1.9513, 5.7369, -1.5607)
H (3.0074, 2.9533, -1.3065)
H (1.3441, 3.4038, -1.2333)
H (2.3210, 3.1613, 0.2194)
C (-5.4173, -0.8462, -6.2871)
N (-4.5527, 0.3118, -5.9038)
O (-3.4306, 0.0938, -5.5069)
O (-5.0352, 1.4062, -6.0714)
H (-6.4454, -0.5677, -6.0840)
H (-5.1164, -1.7240, -5.7293)
H (-5.2584, -0.8812, -7.3634)
C (-2.0815, 0.5003, 5.0128)
N (-3.3117, 1.3642, 4.9670)
O (-3.4251, 2.2578, 5.7769)
O (-4.0974, 1.2009, 4.0454)
H (-2.3154, -0.1418, 5.8581)
H (-1.2575, 1.1965, 5.1270)
H (-2.0326, 0.0060, 4.0490)
C (-1.7208, -4.5088, -4.8052)
N (-1.7379, -4.6079, -3.3337)
O (-2.1222, -5.6385, -2.8570)
O (-1.2902, -3.6729, -2.7139)
H (-1.7247, -3.4456, -5.0343)
H (-2.6529, -4.9524, -5.1435)
H (-0.8403, -4.9712, -5.2383)
C (-1.2546, 6.2908, -1.7902)
N (-1.0907, 7.3218, -0.7307)
O (0.0402, 7.6542, -0.4565)
O (-2.0684, 7.8203, -0.2173)
H (-0.7009, 5.4127, -1.4765)
H (-0.8162, 6.7389, -2.6780)
H (-2.3002, 6.0595, -1.9359)
C (-4.1275, -0.8317, -0.0900)
N (-3.6697, -2.0846, 0.5452)
O (-3.3432, -2.0376, 1.7143)
O (-3.4516, -3.0349, -0.1848)
H (-4.0411, -0.8214, -1.1716)
H (-3.4828, -0.0098, 0.2192)
H (-5.1155, -0.5548, 0.2709)

Atoms 1-3, force components in eV/Å:
-1.324 -2.216 0.707
0.798 0.451 0.049
-0.228 0.800 0.299

Atomic partial charges in e from the Löwdin method, atoms 1 to 99: -0.18, -0.11, 0.09, 0.05, 0.07, 0.01, -0.15, -0.11, 0.06, 0.08, 0.05, 0.07, -0.31, 0.63, -0.27, -0.26, -0.25, -0.04, -0.07, 0.12, 0.12, 0.08, 0.06, 0.06, 0.07, 0.05, 0.07, -0.29, 0.62, -0.29, -0.25, -0.27, -0.06, -0.09, 0.12, 0.11, 0.07, 0.06, 0.07, 0.06, 0.07, 0.07, -0.29, 0.64, -0.30, -0.27, -0.26, -0.07, -0.10, 0.12, 0.11, 0.08, 0.08, 0.08, 0.04, 0.07, 0.06, -0.29, 0.65, -0.28, -0.30, -0.24, -0.05, -0.08, 0.09, 0.12, 0.07, 0.08, 0.08, 0.07, 0.02, 0.04, -0.28, 0.62, -0.28, -0.23, -0.29, -0.07, -0.10, 0.11, 0.12, 0.08, 0.08, 0.08, 0.05, 0.03, 0.08, 0.04, -0.44, 0.07, 0.05, 0.08, 0.08, 0.09, 0.03, -0.41, 0.09, 0.04, 0.11